Entry 1:
Formula: C25H52BNO9S3
Source: OMol25
Level of theory: wB97M-V/def2-TZVPD

Calculated values
- multiplicity = 1
- HOMO-LUMO gap (hartree) = 0.307
- total charge = 0
- LUMO (eV) = 0.043

The geometry in XYZ format:
```
91
Properties=species:S:1:pos:R:3:mulliken_charge:R:1
S 2.879 -1.623 2.354 -0.11
S 0.828 -3.419 1.155 -0.21
S -1.106 -0.422 -2.864 0.13
O -3.714 0.358 -0.310 -0.47
O 4.223 -0.317 5.772 -0.38
O 0.177 -1.405 -2.499 0.13
O 4.378 4.552 6.026 -0.29
O -3.778 0.784 -2.700 -0.48
O -9.576 -0.954 -1.514 -0.42
O -0.664 0.921 -2.408 -0.51
O -0.474 -2.952 -6.320 -0.38
O -2.256 -0.939 -1.762 0.06
N 1.666 -1.105 -0.080 0.39
C 0.467 -1.977 -8.262 -0.50
C -4.562 -0.766 0.039 -0.65
C 1.868 -1.920 1.090 -0.04
C 2.400 0.929 6.625 -0.64
C 2.946 -0.614 -0.643 -0.50
C -8.342 -0.445 -0.995 -0.38
C 1.549 -2.761 -7.537 -0.59
C 4.802 6.874 5.816 -0.55
C 0.948 -2.913 -6.151 -0.20
C -0.556 -0.169 0.736 -0.48
C 3.569 1.874 6.396 -0.14
C -0.583 -3.498 -1.330 -0.12
C -0.152 -2.795 -2.662 -0.90
C 2.792 -0.267 5.775 -0.08
C -7.530 0.034 -2.185 -0.20
C -9.698 -0.575 -2.890 -0.47
C 0.941 0.102 0.407 -1.00
C 5.694 6.126 4.841 -0.60
C 3.741 5.833 6.130 -0.54
C -8.620 0.463 -3.152 -0.63
C -0.799 -2.562 -7.661 -0.47
C 4.737 0.906 6.314 -0.42
C 5.659 4.715 5.403 -0.40
C 0.688 -4.041 -0.566 -0.64
C 4.059 -1.698 -0.764 -1.18
B -3.237 0.080 -1.601 0.50
H -4.024 -1.472 0.695 0.27
H -1.195 -2.855 -0.686 0.06
H 5.249 6.143 3.842 0.28
H -8.298 0.489 -4.193 0.34
H 3.446 2.392 5.445 0.12
H 3.690 2.619 7.174 0.29
H 1.434 1.350 6.345 0.34
H 1.280 -3.821 -5.644 0.27
H 1.671 -3.744 -8.002 0.27
H 3.319 5.949 7.130 0.28
H 4.385 7.796 5.413 0.33
H 3.254 0.290 -0.086 0.38
H -6.829 0.829 -1.929 0.29
H 2.925 5.865 5.401 0.30
H 4.509 -1.614 -1.765 0.34
H -0.642 -0.453 1.798 0.44
H 1.188 -2.052 -5.516 0.13
H 5.546 1.274 5.680 0.22
H -1.122 -3.456 -8.205 0.26
H -6.962 -0.799 -2.610 0.11
H 6.704 6.529 4.770 0.35
H 0.758 -3.309 -3.007 0.49
H 2.711 -0.278 -1.672 0.29
H 5.364 7.121 6.721 0.26
H 0.958 0.828 -0.428 0.49
H -1.220 -4.350 -1.636 0.49
H 1.608 -3.884 -1.150 0.21
H 0.546 -0.916 -8.011 0.25
H 5.788 3.952 4.633 0.26
H 2.456 -0.145 4.740 -0.12
H -8.577 0.381 -0.316 0.27
H -10.704 -0.196 -3.076 0.30
H -3.190 1.515 -2.912 0.32
H 2.354 0.641 7.680 0.29
H 6.429 4.572 6.168 0.26
H -1.201 0.677 0.468 0.32
H -4.862 -1.293 -0.884 0.22
H 0.506 -2.075 -9.346 0.34
H -7.836 -1.228 -0.428 0.23
H 2.395 -1.208 6.160 0.31
H -0.976 -2.879 -3.398 0.30
H -8.985 1.459 -2.883 0.30
H 3.715 -2.725 -0.586 0.28
H 0.560 -5.135 -0.493 0.47
H -0.884 -1.034 0.138 -0.37
H -9.544 -1.470 -3.503 0.26
H 5.146 0.690 7.308 0.24
H 1.485 0.581 1.248 0.54
H 4.856 -1.435 -0.046 0.34
H -5.438 -0.413 0.604 0.25
H -1.626 -1.850 -7.643 0.27
H 2.519 -2.267 -7.528 0.34
```

***

Entry 2:
Formula: C18H28ClKN3O3Ta
Source: OMol25
Level of theory: wB97M-V/def2-TZVPD

Calculated values
- multiplicity = 1
- relative energy (zero: lowest compared OMol25 entry of this formula, charge and spin) (eV) = 0.6273
- HOMO-LUMO gap (hartree) = 0.258
- total charge = +2
- LUMO (eV) = -7.669

The geometry in XYZ format:
```
55
Properties=species:S:1:pos:R:3:nbo_charge:R:1
Ta -0.118 -0.072 0.067 2.42
K -1.035 -2.116 -2.500 0.96
Cl 0.863 -7.872 3.022 0.11
O 0.134 -1.309 1.736 -0.69
O 4.117 -0.481 0.329 -0.38
O -0.458 -2.167 -0.164 -0.79
N -1.166 -0.106 -1.651 -0.89
N 1.781 -0.426 -0.381 -0.94
N 0.006 1.734 0.830 -0.75
C 1.897 2.894 -0.210 -0.62
C 0.979 -3.904 2.646 -0.11
C 2.999 -0.436 -0.034 0.95
C 0.253 4.157 1.174 -0.63
C 0.460 0.764 -3.249 -0.63
C -0.075 -2.388 1.058 0.84
C -1.224 2.336 -2.194 -0.66
C -1.107 1.730 1.827 -0.45
C -0.971 0.934 -2.751 0.14
C -2.521 -0.097 -1.016 -0.44
C -0.282 -6.076 1.368 -0.23
C -1.975 0.663 -3.886 -0.64
C 0.579 -6.280 2.460 0.04
C 0.981 2.822 1.005 0.12
C 1.811 2.534 2.259 -0.62
C 0.118 -3.720 1.559 -0.24
C -0.519 -4.782 0.914 -0.12
C 1.210 -5.199 3.099 -0.23
H -0.420 4.349 0.329 0.22
H 2.542 3.345 2.396 0.25
H -1.979 2.303 1.472 0.23
H -0.761 2.174 2.771 0.26
H -1.831 -0.311 -4.383 0.19
H 0.676 1.568 -3.969 0.26
H 2.479 1.978 -0.348 0.20
H -3.121 0.733 -1.420 0.27
H 1.001 4.960 1.212 0.25
H -2.450 0.050 0.094 0.19
H -1.429 0.699 2.071 0.22
H -0.318 4.191 2.108 0.22
H 1.177 2.486 3.151 0.22
H 1.877 -5.383 3.937 0.26
H -3.016 0.741 -3.542 0.22
H -0.646 2.537 -1.280 0.23
H -2.288 2.476 -1.957 0.22
H -0.942 3.080 -2.959 0.25
H 0.603 -0.196 -3.780 0.20
H 2.603 3.723 -0.044 0.25
H 1.337 3.116 -1.128 0.22
H 1.453 -3.039 3.109 0.25
H 2.357 1.586 2.164 0.21
H -1.196 -4.578 0.083 0.22
H -3.069 -1.043 -1.195 0.21
H 1.208 0.815 -2.441 0.23
H -1.826 1.436 -4.654 0.26
H -0.751 -6.930 0.887 0.26
```

***

Entry 3:
Formula: C21H18FN7O3
Source: OMol25
Level of theory: wB97M-V/def2-TZVPD

Calculated values
- multiplicity = 1
- relative energy (zero: lowest compared OMol25 entry of this formula, charge and spin) (eV) = 0.0000
- HOMO-LUMO gap (hartree) = 0.285
- total charge = 0
- LUMO (eV) = -0.290

The geometry in XYZ format:
```
50
Properties=species:S:1:pos:R:3:nbo_charge:R:1
F 1.779 -3.335 2.009 -0.30
O -1.212 -1.948 -1.311 -0.50
O -0.920 -4.172 2.497 -0.62
O 0.099 4.405 0.071 -0.55
N 2.092 2.798 -3.461 -0.24
N 1.936 1.106 -1.955 -0.26
N -1.732 -2.277 3.269 -0.39
N -1.827 1.482 3.147 -0.40
N -0.599 -2.143 1.418 -0.42
N 2.475 1.566 -3.124 -0.01
N 2.246 -3.485 -1.445 -0.37
C 1.471 -3.143 0.753 0.40
C 0.561 2.024 -0.179 -0.12
C 3.392 0.645 -3.890 -0.41
C -1.243 -1.113 -2.481 -0.26
C -1.099 1.586 2.012 0.12
C -0.108 3.139 0.476 0.39
C -2.126 0.211 3.590 0.03
C -1.107 -3.005 2.343 0.77
C 2.468 -3.533 -0.118 -0.06
C 1.383 2.197 -1.375 0.08
C 0.017 -2.458 -0.970 0.30
C 0.276 0.642 0.260 -0.17
C -0.972 -0.838 1.766 0.16
C -0.850 2.866 1.615 -0.25
C 1.010 -2.993 -1.858 -0.07
C -1.659 -0.908 2.878 0.07
C -0.880 5.164 -0.653 -0.24
C 0.306 -2.459 0.410 0.04
C 1.494 3.324 -2.381 -0.09
C -0.645 0.424 1.312 -0.05
C -2.784 -2.811 4.106 -0.41
H -1.301 3.681 2.132 0.23
H 4.243 1.261 -4.303 0.23
H -1.876 -1.621 -3.258 0.19
H -1.669 5.499 0.029 0.18
H -2.559 0.013 4.626 0.21
H 1.321 4.469 -2.343 0.24
H -0.452 6.018 -1.122 0.20
H 0.861 -2.829 -2.992 0.21
H -3.688 -3.072 3.516 0.20
H -2.281 -3.632 4.582 0.24
H 0.755 -0.204 -0.251 0.24
H -1.645 -0.170 -2.328 0.20
H 3.294 -4.073 0.351 0.22
H 3.687 -0.072 -3.124 0.24
H -3.130 -2.082 4.845 0.21
H 2.799 0.185 -4.696 0.21
H -1.330 4.553 -1.426 0.18
H -0.267 -0.879 -2.970 0.19
```